1.
C20H29N3O4S as an isolated structure. Source: the Open Molecules 2025 dataset; level of theory: ωB97M-V with the def2-TZVPD basis set.

Last column: Löwdin charge in e.
Atoms and positions in Å:
C (-1.88431, -1.54602, 1.79902)  0.002
H (-2.24914, -1.47624, 2.68894)  -0.031
H (-1.22485, -0.53769, 1.49681)  0.121
H (-1.18678, -2.41632, 1.70181)  0.063
C (-2.97146, -1.93660, 0.48453)  0.005
N (-3.99812, -0.75241, 0.67417)  -0.322
S (-4.10926, 0.03013, -0.66906)  0.772
O (-5.08798, 1.15079, -0.84437)  -0.293
O (-4.09707, -0.71894, -2.05183)  -0.378
C (-2.40274, 0.92472, -0.81849)  -0.233
C (-1.56034, 0.97791, -1.78213)  -0.227
N (-0.41170, 1.43189, -1.88484)  0.102
C (0.05301, 1.95609, -0.87173)  -0.194
N (1.29288, 2.75930, -0.75226)  -0.189
C (1.86587, 3.26351, 0.24607)  -0.227
H (2.75477, 3.68058, 0.18020)  0.086
H (1.28087, 3.93001, 0.80075)  0.094
C (2.10836, 2.21359, 1.58954)  -0.037
C (3.06130, 1.21471, 0.94259)  -0.327
C (4.31107, 1.16047, 1.17859)  -0.028
C (5.00703, 0.05059, 0.44362)  0.019
C (4.30741, -0.92652, 0.06966)  -0.236
C (3.01369, -0.91098, -0.10669)  -0.173
C (2.25526, 0.07897, 0.58124)  0.053
H (1.23865, 0.19304, 0.13334)  0.098
O (2.47840, -2.04232, -0.81399)  -0.111
C (1.02728, -2.14443, -1.07571)  0.031
H (0.81881, -2.65124, -1.74027)  -0.052
H (0.69776, -1.06887, -1.49215)  0.125
H (0.45370, -2.05961, -0.08701)  0.109
O (5.29887, -1.85454, -0.60836)  -0.130
C (4.79460, -3.16718, -1.30871)  0.000
H (4.32844, -2.88642, -2.09273)  -0.009
H (4.15331, -3.84841, -0.54611)  0.132
H (5.69333, -3.78273, -1.39724)  0.077
H (6.17268, 0.23974, 0.61500)  0.182
H (4.89170, 1.94532, 1.34679)  0.072
H (2.67682, 2.80561, 2.57323)  0.182
H (1.17772, 1.94945, 1.92012)  0.032
C (2.02630, 2.55537, -1.82166)  -0.093
H (3.04976, 1.69320, -1.48011)  0.185
H (2.40648, 3.44901, -2.03649)  0.044
H (1.46040, 1.91653, -2.67433)  0.142
C (-0.93862, 2.27398, 0.30869)  0.067
C (-2.23309, 1.88596, 0.17178)  -0.063
H (-2.71084, 1.93968, 0.99672)  0.054
H (-0.55562, 2.98174, 1.12422)  0.126
H (-1.59171, -0.01039, -2.60337)  0.196
C (-5.17444, -0.73812, 1.21634)  -0.367
C (-6.30461, -1.70216, 0.65935)  0.009
H (-7.09155, -1.75443, 1.09944)  -0.049
H (-5.74828, -2.73432, 0.49358)  0.117
H (-6.16247, -1.33914, -0.49714)  0.122
H (-4.91785, -1.26674, 2.43124)  0.206
H (-5.52432, 0.09883, 1.49429)  0.039
H (-3.46616, -2.61583, 1.01469)  0.053
H (-2.55323, -1.86214, -0.41953)  0.052

Forces on atoms 1 to 3 (eV/Å):
4.321 0.387 -9.727
-2.844 0.407 5.202
-1.891 -2.671 0.864

As for the frontier orbital gap: 8.165 eV. As for the total charge: 0. For the relative energy (zero: lowest compared OMol25 entry of this formula, charge and spin), the calculation gives 25.660 eV. The value obtained for the largest force on an atom is 19.84 eV/Å. The value obtained for the total energy is -1642.06915 a.u.

2.
C5K7O15 as an isolated structure. Source: the Open Molecules 2025 dataset; level of theory: ωB97M-V with the def2-TZVPD basis set.

Last column: Löwdin charge in e.
Atoms and positions in Å:
K (3.60131, 6.33238, 8.87111)  0.911
K (10.16313, 11.72748, 8.62069)  0.912
K (7.62151, 5.00803, 9.47842)  0.946
K (7.94253, 9.05911, 9.38755)  0.843
K (5.69734, 8.80316, 6.82816)  0.872
K (11.70017, 8.23250, 10.22051)  0.929
K (8.67016, 6.78867, 6.38639)  0.895
C (6.04069, 6.84910, 10.67654)  -1.184
O (5.41904, 5.73906, 10.85403)  -0.260
O (5.71444, 7.76110, 9.92764)  -0.217
O (7.15857, 7.04616, 11.25598)  -0.186
C (11.85864, 11.13004, 11.14255)  -1.033
O (10.76825, 10.52587, 10.73634)  -0.408
O (12.63866, 10.48697, 11.89466)  -0.169
O (12.11940, 12.26577, 10.54599)  -0.252
C (8.12772, 10.76698, 6.71478)  -1.021
O (8.01315, 9.53657, 6.29763)  -0.338
O (8.83200, 11.64786, 6.11498)  -0.174
O (7.50169, 11.03394, 7.84604)  -0.327
C (3.98263, 6.40602, 6.07024)  -1.052
O (3.66668, 7.50037, 5.45707)  -0.222
O (5.22674, 6.32745, 6.52447)  -0.329
O (3.11684, 5.47051, 6.28452)  -0.228
C (10.13274, 5.84900, 8.87917)  -1.114
O (9.91345, 5.19442, 7.78877)  -0.292
O (10.74638, 5.51683, 9.90669)  -0.114
O (9.58817, 7.04954, 8.94410)  -0.389

Forces on atoms 1 to 3 (eV/Å):
0.614 -0.110 -0.140
-0.074 0.367 -0.046
0.059 0.293 0.337

As for the frontier orbital gap: 4.386 eV. As for the total charge: -3. The value obtained for the largest force on an atom is 6.15 eV/Å. The value obtained for the total energy is -5519.15849 a.u.

3.
A 2-piece molecular cluster, C6H10 overall. Source: the Open Molecules 2025 dataset; level of theory: ωB97M-V with the def2-TZVPD basis set.

Last column: Löwdin charge in e.
Atoms and positions in Å:
C (-2.00969, 0.49479, 0.48843)  0.014
C (-0.13693, 0.95799, -0.96578)  -0.208
C (0.80190, 1.46349, -0.17143)  -0.034
C (1.66497, -1.05422, 0.26350)  -0.114
C (0.52321, -1.69614, 0.47269)  -0.114
C (-1.24198, 0.09809, -0.52091)  -0.236
H (-1.69008, 1.34002, 1.09120)  0.066
H (-2.97727, 0.05559, 0.69094)  0.056
H (-0.18119, 1.21576, -2.02071)  0.102
H (1.59726, 2.10065, -0.54014)  0.063
H (0.80725, 1.24738, 0.89438)  0.064
H (2.16779, -0.50792, 1.05630)  0.056
H (2.13990, -1.01893, -0.71349)  0.065
H (0.00866, -1.66493, 1.42847)  0.061
H (0.05177, -2.27605, -0.31399)  0.055
H (-1.52556, -0.75556, -1.13947)  0.103

Forces on atoms 1 to 3 (eV/Å):
-0.094 -0.009 -0.015
0.198 0.245 -0.028
-0.280 0.314 -0.110

As for the frontier orbital gap: 10.073 eV. As for the total charge: 0. For the relative energy (zero: lowest compared OMol25 entry of this formula, charge and spin), the calculation gives 2.615 eV. The value obtained for the largest force on an atom is 0.81 eV/Å. The SMILES is C=CC=C.C=C. The value obtained for the total energy is -234.50642 a.u.